# 1
This record from the OMol25 dataset describes a molecular structure, H14Li4O15S2. The level of theory is ωB97M-V with the def2-TZVPD basis set.

```
35
Properties=species:S:1:pos:R:3
Li 1.0935 -0.9750 2.7416
Li -2.5890 0.2771 1.1286
Li -0.6553 -3.1725 0.8070
Li -2.6052 -2.1678 -1.3240
S -1.6630 -1.5934 3.3581
O -1.8318 -2.6227 2.2769
O -0.2841 -1.7386 3.8183
O -1.8489 -0.2455 2.7624
O -2.6209 -1.7620 4.4259
S -0.0591 -0.4614 -0.2492
O -0.6730 0.7116 0.3823
O -1.0337 -1.1735 -1.1236
O 1.1259 -0.1159 -1.0164
O 0.1918 -1.3811 0.8821
O 3.2973 1.4395 -1.5246
H 2.5418 0.8230 -1.4080
H 3.0916 2.1900 -0.9565
O -2.9619 1.0909 -1.5273
H -2.2925 0.4345 -1.2840
H -3.8089 0.7284 -1.2307
O 0.9366 1.1068 2.7209
H 1.5253 1.8450 2.5330
H 0.3507 1.0574 1.9480
O 1.3735 -1.1330 -3.7402
H 1.2991 -0.8996 -2.7992
H 1.5264 -2.0834 -3.7508
O 3.1285 -0.5385 1.3070
H 3.6296 0.2662 1.1449
H 2.6275 -0.6723 0.4975
O 0.3208 3.9725 0.3956
H -0.1552 3.1360 0.4517
H -0.1975 4.5069 -0.2147
O -1.0485 0.0161 -4.0349
H -0.1820 -0.4280 -4.0493
H -1.5492 -0.4374 -3.3482
```

Computed properties:
ΔE to the lowest compared entry with this formula, charge and spin in kJ/mol: 0.0
Multiplicity: 1
HOMO energy in Eh: -0.317

# 2
This record from the OMol25 dataset describes a molecular structure, C23H28Cl2CrIN5O2PS2. The level of theory is ωB97M-V with the def2-TZVPD basis set.

```
65
Properties=species:S:1:pos:R:3
Cr -0.1580 0.3100 -1.1113
C -0.4253 -4.0594 0.0630
C 0.7490 -4.5561 -0.4889
C 1.6752 -3.6601 -0.9767
C 1.4137 -2.2877 -0.9243
N 0.2254 -1.8153 -0.4873
C -0.6384 -2.6956 0.0238
C 2.3734 -1.2583 -1.3250
C 3.7404 -1.5077 -1.4627
C 4.5927 -0.4667 -1.7779
C 4.0722 0.8090 -1.9781
C 2.7110 1.0452 -1.8466
C 1.8304 0.0205 -1.4882
H -1.1708 -4.7184 0.4884
H 0.9332 -5.6219 -0.5397
H 2.6031 -4.0033 -1.4120
H -1.5563 -2.2861 0.4176
H 4.1473 -2.4995 -1.2957
H 5.6589 -0.6396 -1.8574
H 4.7372 1.6285 -2.2258
H 2.3336 2.0470 -2.0126
I -3.5092 0.4368 -2.7549
C -2.2211 -0.2357 -1.1708
H -2.5122 -1.2809 -1.0661
H -2.6020 0.3161 -0.3058
S -2.2020 -0.6102 2.2697
C -2.6440 -1.5122 3.6386
N -1.8333 -2.3137 4.3245
C -2.5072 -3.4530 4.9508
C -3.8789 -2.9246 5.3275
S -4.3116 -1.7867 3.9704
H -0.9157 -2.4502 3.9174
H -1.9653 -3.7931 5.8312
H -2.5789 -4.2750 4.2343
H -3.8460 -2.3411 6.2456
H -4.6351 -3.6997 5.4078
Cl -0.6319 4.9416 -2.8593
C -0.4787 3.5281 -3.8636
C -0.5175 3.6911 -5.2357
C -0.4310 2.5950 -6.0808
C -0.3058 1.3304 -5.5262
C -0.2696 1.1998 -4.1567
Cl -0.1619 -0.3838 -3.4378
C -0.3479 2.2695 -3.2454
N -0.3227 2.0380 -1.9027
H -0.6253 4.6900 -5.6369
H -0.4787 2.7230 -7.1533
H -0.2460 0.4462 -6.1471
N 0.7091 4.2387 0.2935
C 0.0585 3.6430 1.4570
P 0.6436 1.9224 1.5647
O 2.1024 1.8399 1.3081
O -0.2792 0.9903 0.7616
C 0.3408 1.5057 3.3274
N 0.5748 0.0549 3.4732
H 1.6880 3.9724 0.2744
H 0.6464 5.2472 0.2922
H -0.3000 2.8963 -1.3589
H -1.0265 3.6421 1.3267
H 0.2892 4.1440 2.4089
H -0.6820 1.7452 3.6310
H 1.0312 2.1073 3.9211
H 0.8252 -0.1814 4.4260
H 1.3499 -0.2220 2.8736
H -0.8398 -0.4759 2.6627
```

Computed properties:
Multiplicity: 2
HOMO energy (alpha / beta) in Eh: -0.237 / -0.237

# 3
This record from the OMol25 dataset describes a single CH6NPS molecule. The level of theory is ωB97M-V with the def2-TZVPD basis set.

```
10
Properties=species:S:1:pos:R:3
C 0.8146 1.5884 -0.3769
N 0.5078 -1.1919 0.3675
P -2.4027 0.1868 0.0014
S -0.1793 0.2796 -0.2127
H 1.8052 1.0632 -0.6644
H 0.7287 2.4589 0.5467
H 1.2612 -1.2381 1.0225
H -0.2188 -1.7281 0.7541
H -2.1720 -1.1872 0.1018
H -0.1446 -0.2315 -1.5400
```

Computed properties:
ΔE to the lowest compared entry with this formula, charge and spin in kJ/mol: 546.1
Multiplicity: 3
HOMO energy (alpha / beta) in Eh: -0.210 / -0.314

Results for calculated total energy: -53437.9533, -128377.0961, -22740.5634 (in eV, following the order of the records).